Version i
Formula: C10H38N4O9
Source: OMol25
Level of theory: ωB97M-V with the def2-TZVPD basis set

Atoms and positions in Å:
N: -9.333 5.692 21.040
C: -10.658 5.751 21.040
N: -11.127 6.003 19.817
O: -11.476 5.339 22.034
H: -8.858 5.845 21.948
H: -8.632 5.939 20.222
H: -12.093 5.908 19.648
H: -10.591 6.389 19.049
N: -11.985 10.425 15.447
C: -11.011 9.958 16.166
N: -9.827 10.070 15.616
O: -11.158 9.321 17.425
H: -12.921 10.352 15.729
H: -11.965 10.542 14.414
H: -8.978 9.872 16.186
H: -9.610 10.714 14.851
C: -16.443 11.768 14.952
C: -16.041 10.467 15.539
O: -14.679 10.118 15.317
H: -17.538 11.829 15.016
H: -16.094 12.013 13.949
H: -15.963 12.593 15.495
H: -16.530 9.663 15.028
H: -16.339 10.363 16.565
H: -14.322 10.320 14.406
C: -13.106 12.365 17.989
O: -14.186 13.152 17.673
H: -12.693 12.409 18.995
H: -12.160 12.601 17.522
H: -13.326 11.335 17.867
H: -14.015 13.584 16.833
C: -14.452 5.184 20.444
O: -13.921 5.384 19.092
H: -14.909 6.113 20.748
H: -13.615 5.003 21.095
H: -15.149 4.349 20.520
H: -13.946 6.277 18.689
C: -12.416 7.251 15.133
O: -12.683 6.051 14.437
H: -13.357 7.740 15.471
H: -12.089 7.900 14.317
H: -11.779 7.212 15.947
H: -12.912 5.309 15.016
C: -16.531 6.926 16.905
O: -17.433 5.829 16.524
H: -16.827 7.402 17.784
H: -16.344 7.744 16.156
H: -15.655 6.305 17.099
H: -17.089 5.435 15.686
C: -14.337 8.728 19.309
O: -13.606 8.055 18.326
H: -13.638 9.352 19.938
H: -15.068 8.127 19.739
H: -14.931 9.562 18.803
H: -13.177 8.684 17.723
C: -10.780 8.934 22.121
O: -10.289 8.836 20.756
H: -10.573 8.094 22.826
H: -11.813 8.968 21.948
H: -10.588 9.994 22.424
H: -10.353 7.883 20.353

Computed properties:
SMILES string = NC(N)=O.NC(N)=O.CCO.CO.CO.CO.CO.CO.CO
orbital gap = 0.33416 hartree

---

Version ii
Formula: C10H38N4O9
Source: OMol25
Level of theory: ωB97M-V with the def2-TZVPD basis set

Atoms and positions in Å:
N: 0.940 -1.573 -0.095
C: -0.356 -1.385 0.062
N: -0.778 -1.447 1.289
O: -1.196 -0.889 -0.951
H: 1.280 -1.513 -1.086
H: 1.550 -2.202 0.438
H: -1.681 -1.118 1.548
H: -0.194 -1.630 2.043
N: 1.843 0.094 2.053
C: 1.576 -0.242 3.282
N: 1.892 0.685 4.094
O: 0.949 -1.432 3.647
H: 1.475 -0.491 1.300
H: 2.142 0.990 1.671
H: 1.903 0.380 5.093
H: 2.578 1.384 3.900
C: 1.054 1.130 -2.241
C: 1.993 2.012 -3.065
O: 1.299 2.500 -4.189
H: 0.297 1.693 -1.695
H: 1.615 0.517 -1.532
H: 0.500 0.463 -2.887
H: 2.860 1.421 -3.360
H: 2.343 2.924 -2.543
H: 1.845 3.195 -4.608
C: 0.770 -2.732 -3.268
O: 1.681 -1.866 -2.733
H: 1.227 -3.008 -4.244
H: -0.124 -2.141 -3.349
H: 0.547 -3.629 -2.661
H: 2.395 -1.732 -3.338
C: -2.015 0.277 4.737
O: -2.093 1.649 5.088
H: -2.921 -0.299 4.767
H: -1.196 -0.233 5.200
H: -1.793 0.242 3.697
H: -1.371 2.082 4.649
C: 4.169 -1.713 -0.633
O: 3.834 -2.203 0.639
H: 5.170 -1.274 -0.744
H: 3.457 -0.926 -0.893
H: 4.153 -2.468 -1.404
H: 4.366 -1.607 1.237
C: -3.931 -0.846 0.265
O: -3.385 -0.548 1.496
H: -3.890 -0.002 -0.423
H: -4.956 -1.155 0.515
H: -3.437 -1.756 -0.162
H: -3.912 0.183 1.799
C: -2.895 1.627 -2.655
O: -3.461 1.793 -3.875
H: -3.607 2.068 -1.937
H: -1.945 2.126 -2.654
H: -2.800 0.509 -2.481
H: -4.387 1.703 -3.716
C: -0.691 1.891 1.160
O: -1.699 1.894 0.128
H: 0.125 1.516 0.523
H: -0.886 1.150 1.906
H: -0.498 2.884 1.570
H: -1.728 1.076 -0.373

Computed properties:
SMILES string = NC(N)=O.NC(N)=O.CCO.CO.CO.CO.CO.CO.CO
orbital gap = 0.34036 hartree

---

Q: Which of them is the most stable? A: version ii.

---

Version i
Formula: C4H7NO3
Source: OMol25
Level of theory: ωB97M-V with the def2-TZVPD basis set

Atoms and positions in Å:
O: 1.528 1.233 1.850
N: 0.169 0.970 1.898
C: -0.134 0.404 0.827
O: -1.400 -0.028 0.666
C: -1.493 -0.766 -0.641
C: -0.021 -1.129 -0.857
C: 0.739 -0.020 -0.248
O: 0.492 1.055 -1.275
H: 1.675 1.777 2.715
H: -2.076 -0.227 -1.408
H: -2.144 -1.636 -0.319
H: 0.095 -1.254 -1.941
H: 0.256 -2.024 -0.321
H: 1.773 -0.327 -0.156
H: 0.539 1.972 -0.788

Computed properties:
SMILES string = O/N=C1/OCC[C@H]1O
orbital gap = 0.35785 hartree

---

Version ii
Formula: C4H7NO3
Source: OMol25
Level of theory: ωB97M-V with the def2-TZVPD basis set

Atoms and positions in Å:
C: 0.345 0.615 -0.874
C: -0.808 -0.258 -1.212
C: -0.407 0.551 1.222
N: 1.555 0.062 -0.876
C: -0.776 -1.145 0.054
O: 0.697 0.411 1.996
O: -1.331 1.261 1.528
O: 0.152 -1.962 0.195
H: 0.571 0.941 2.803
H: 0.272 1.696 -0.895
H: 2.311 0.583 -0.452
H: 1.543 -0.947 -0.657
H: -1.728 0.318 -1.283
H: -0.651 -0.864 -2.107
H: -1.745 -1.260 0.558

Computed properties:
orbital gap = 0.29707 hartree

---

Version iii
Formula: C4H7NO3
Source: OMol25
Level of theory: ωB97M-V with the def2-TZVPD basis set

Atoms and positions in Å:
H: -0.531 -0.775 -2.097
N: 0.396 -0.454 -1.799
C: 0.345 0.413 -0.852
C: 1.592 0.951 -0.223
C: -1.041 1.114 -0.424
O: -1.057 1.972 0.434
H: 1.408 1.616 0.622
H: 2.164 1.503 -0.975
H: 2.194 0.116 0.144
H: -1.821 0.941 -1.179
O: -1.027 -2.543 0.514
C: -1.043 -1.434 1.007
O: -0.199 -1.027 1.971
H: -1.805 -0.621 0.761
H: 0.424 -1.773 2.097

Computed properties:
SMILES string = [H]/N=C(/C)C=O.O=CO
orbital gap = 0.35073 hartree

---

Version iv
Formula: C4H7NO3
Source: OMol25
Level of theory: ωB97M-V with the def2-TZVPD basis set

Atoms and positions in Å:
C: -1.163 -1.585 -0.518
C: 0.200 -1.161 -0.117
O: 0.595 -1.245 1.077
H: 0.935 -0.971 -0.907
H: -1.566 -0.860 -1.224
H: -1.114 -2.554 -1.015
H: -1.836 -1.634 0.336
C: 1.373 1.453 0.320
C: -0.288 1.234 0.395
O: 1.980 0.807 1.241
N: -1.048 1.764 -0.452
O: 1.773 2.069 -0.631
H: 1.379 -0.284 1.431
H: -0.541 2.033 -1.302
H: -0.680 0.933 1.367

Computed properties:
orbital gap = 0.30700 hartree

---

Q: Which of them is the most stable? A: version iii.

---

Version i
Formula: C4H7NO3
Source: OMol25
Level of theory: ωB97M-V with the def2-TZVPD basis set

Atoms and positions in Å:
C: -0.870 0.221 0.608
C: 1.200 0.650 -1.329
C: -0.577 -0.553 1.755
C: 0.658 -0.413 -0.382
N: -2.001 -0.127 -0.171
O: 1.470 -0.329 0.966
O: -0.631 -1.404 2.518
O: 0.415 -1.537 -0.797
H: 1.805 0.571 1.111
H: -0.680 1.278 0.754
H: -2.908 0.047 0.239
H: -1.911 -1.071 -0.536
H: 0.558 0.694 -2.208
H: 1.280 1.640 -0.877
H: 2.192 0.331 -1.649

Computed properties:
orbital gap = 0.32572 hartree

---

Version ii
Formula: C4H7NO3
Source: OMol25
Level of theory: ωB97M-V with the def2-TZVPD basis set

Atoms and positions in Å:
C: 1.510 -1.180 -0.172
C: 1.418 0.252 -0.493
O: 2.365 1.004 -0.497
N: 0.127 0.862 -1.031
C: -1.103 0.276 -0.555
C: -1.176 0.413 0.872
O: -0.229 0.262 1.641
O: -2.467 0.435 1.400
H: 0.910 -1.700 -0.905
H: 2.583 -1.580 -0.228
H: 1.157 -1.519 0.882
H: 0.246 1.841 -1.177
H: -1.917 0.487 -1.218
H: -1.076 -0.847 -0.813
H: -2.348 0.993 2.294

Computed properties:
SMILES string = CC(=O)NCC(=O)O
orbital gap = 0.37424 hartree

---

Q: Which of them is the most stable? A: version ii.

---

Version i
Formula: C4H7NO3
Source: OMol25
Level of theory: ωB97M-V with the def2-TZVPD basis set

Atoms and positions in Å:
C: -1.178 -2.156 -2.313
N: -0.957 -1.250 -1.210
C: -0.255 -0.095 -1.268
O: 0.214 0.234 -2.363
C: 0.033 0.687 0.031
O: -0.354 -0.082 1.190
C: 0.429 -0.037 2.325
O: 0.272 -0.711 3.326
H: -0.258 -2.451 -2.756
H: -1.605 -3.084 -1.939
H: -1.881 -1.768 -3.036
H: -1.231 -1.516 -0.269
H: 1.124 0.834 0.030
H: -0.486 1.671 0.010
H: 1.113 0.820 2.448

Computed properties:
SMILES string = CNC(=O)COC=O
orbital gap = 0.39284 hartree

---

Version ii
Formula: C4H7NO3
Source: OMol25
Level of theory: ωB97M-V with the def2-TZVPD basis set

Atoms and positions in Å:
C: 1.074 -1.301 0.229
N: 0.082 -0.353 -0.274
O: 0.437 0.140 -1.564
C: -1.394 -0.604 -0.055
O: -1.843 -1.484 0.642
O: -2.104 0.031 -1.007
H: 0.989 -2.239 -0.323
H: 0.850 -1.503 1.279
H: 2.076 -0.884 0.118
H: 0.261 -0.617 -2.153
H: -1.479 0.663 -1.414
C: 0.017 1.448 1.140
C: 0.785 2.390 1.028
H: -0.936 0.941 1.461
H: 1.186 3.372 0.893

Computed properties:
SMILES string = CN(O)C(=O)O.C#C
orbital gap = 0.34454 hartree

---

Q: Which of them is the most stable? A: version i.

---

Version i
Formula: C3H6S2
Source: OMol25
Level of theory: ωB97M-V with the def2-TZVPD basis set

Atoms and positions in Å:
C: -0.225 1.148 -0.079
C: 0.453 -0.189 0.261
C: -0.597 -1.331 0.061
H: -0.270 1.320 -1.028
H: 0.269 2.098 0.523
H: -1.635 0.888 0.138
H: 0.223 -0.287 1.594
H: 2.078 -0.125 -1.637
H: -0.286 -2.188 0.788
S: 2.048 -0.684 -0.269
S: -2.057 -0.651 -0.352

Computed properties:
orbital gap = 0.25112 hartree

---

Version ii
Formula: C3H6S2
Source: OMol25
Level of theory: ωB97M-V with the def2-TZVPD basis set

Atoms and positions in Å:
C: 0.720 0.344 0.116
C: -0.547 0.196 0.916
C: -0.047 -0.889 0.128
H: 1.842 1.081 -1.831
H: 1.720 0.286 0.629
H: -1.394 0.515 0.419
H: -0.294 -0.191 2.041
H: 0.667 -1.633 0.610
H: -2.699 -0.038 -0.914
S: 1.210 1.662 -0.868
S: -1.178 -1.332 -1.247

Computed properties:
orbital gap = 0.27976 hartree

---

Q: Which of them is the most stable? A: version ii.